{
  "formula": "C8H17N3O",
  "method": "wB97M-V/def2-TZVPD",
  "symbols": ["C", "C", "C", "C", "C", "C", "C", "C", "H", "H", "H", "H", "H", "H", "H", "H", "H", "H", "H", "H", "H", "H", "H", "H", "H", "N", "N", "N", "O"],
  "positions_angstrom": [[-5.4224, 1.2157, 0.1884], [-4.2539, 0.7844, -0.7060], [-2.3046, -0.6975, -0.6876], [2.4162, -2.7356, -0.2255], [3.7831, -1.0181, 0.5706], [4.1220, 0.3913, 0.3295], [4.5350, 1.4748, 0.0219], [5.1677, 2.7789, -0.2172], [-6.1006, 1.8715, -0.3760], [-5.0644, 1.7911, 1.0699], [-5.9639, 0.3704, 0.6065], [-4.6369, 0.3514, -1.6296], [-3.6701, 1.7019, -1.0098], [-2.4517, 0.5449, 1.5674], [-3.0780, -0.9840, 1.6939], [-2.3931, -0.6732, -1.7966], [-0.6473, -1.6091, -0.7613], [1.8710, -2.9654, -1.1665], [1.7921, -3.0245, 0.6229], [3.3315, -3.3568, -0.2152], [4.6564, -1.6044, 0.2536], [3.6281, -1.1809, 1.6354], [4.6242, 3.5489, 0.3257], [6.1889, 2.7755, 0.1542], [5.1530, 3.0301, -1.2659], [-3.3530, -0.1551, -0.0342], [-3.2685, -0.0305, 1.3529], [-1.3247, -1.2357, -0.0727], [2.6640, -1.3599, -0.2287]],
  "forces_ev_per_angstrom": [[0.441, 0.623, 0.436], [0.342, 1.065, 0.140], [0.418, -0.379, -0.978], [-0.473, -0.722, -0.696], [0.137, 0.666, -0.609], [0.094, -0.166, -0.205], [0.385, 0.108, 0.305], [-0.554, -0.266, 0.395], [0.146, -0.316, 0.075], [-0.144, -0.345, -0.670], [-0.080, -0.130, -0.225], [0.101, -0.241, 0.021], [-0.541, -0.641, 0.243], [0.053, -0.308, 0.134], [0.068, 0.748, 0.021], [-0.081, 0.108, 0.621], [-0.542, 0.302, 0.610], [0.258, 0.071, 0.620], [-0.029, -0.069, 0.095], [-0.154, 0.352, -0.011], [-0.086, -0.132, 0.118], [-0.264, -0.192, 0.189], [-0.023, 0.145, -0.007], [0.116, -0.050, -0.083], [0.099, 0.092, -0.349], [-0.924, 0.357, -0.271], [0.134, -0.564, 0.402], [0.632, -0.282, -0.543], [0.473, 0.168, 0.222]],
  "mulliken_charge": [-1.196, -0.358, 0.071, -0.720, -0.573, -0.339, 0.823, -1.221, 0.371, 0.326, 0.323, 0.325, 0.285, 0.233, 0.269, 0.282, 0.207, 0.213, 0.277, 0.336, 0.286, 0.308, 0.292, 0.284, 0.304, 0.114, -0.612, -0.634, -0.278],
  "e_homo_ev": -8.6,
  "smiles": "[H]/N=C/N(N)CC.CC#CCOC",
  "gap_ha": 0.3512,
  "de_lowest_kcal_mol": 80.4,
  "e_lumo_ev": 0.93
}

=====

{
  "formula": "C4H10S2",
  "method": "wB97M-V/def2-TZVPD",
  "symbols": ["C", "C", "C", "C", "H", "H", "H", "H", "H", "H", "H", "H", "H", "H", "S", "S"],
  "positions_angstrom": [[-1.3411, 1.8162, -0.2341], [-0.4326, 0.8133, 0.4736], [-0.1103, -0.5274, -0.2579], [1.2284, -1.1674, 0.1710], [-1.7448, 2.4950, 0.4844], [-2.2197, 1.3633, -0.6940], [-0.7239, 2.5664, -0.8722], [0.5608, 1.2870, 0.7036], [-1.0323, 0.5967, 1.3783], [0.0662, -0.3192, -1.3213], [-1.2107, -2.8269, 0.3621], [1.3839, -2.1254, -0.3038], [1.1257, -1.4619, 1.3263], [3.2528, -0.8167, -1.0940], [-1.4897, -1.5881, -0.0844], [2.6873, -0.1049, -0.0377]],
  "forces_ev_per_angstrom": [[1.572, 1.349, -1.191], [0.299, -0.134, 0.447], [2.116, 0.948, -0.240], [-0.885, -0.530, 3.279], [-0.330, 0.345, 0.872], [0.333, 0.015, -0.531], [-1.241, -1.686, 0.255], [-1.074, -0.264, 0.089], [1.027, -0.322, 0.011], [-0.474, 0.052, 0.025], [1.036, 0.354, -0.049], [0.039, -0.061, -0.375], [0.376, 0.803, -2.287], [-0.549, 0.702, 0.932], [-2.652, -0.761, -0.259], [0.408, -0.811, -0.978]],
  "mulliken_charge": [-1.175, -0.381, 0.310, -1.003, 0.366, 0.329, 0.273, 0.230, 0.278, 0.259, 0.131, 0.452, 0.290, 0.138, -0.289, -0.207],
  "e_homo_ev": -9.0,
  "smiles": "CC[C@H](S)CS",
  "gap_ha": 0.3591,
  "de_lowest_kcal_mol": 29.8,
  "e_lumo_ev": 0.73
}